(1)
Here is a molecular structure, C39H36AsGeN4O3S4W at a distorted geometry from the Open Molecules 2025 dataset. Energies are from wB97M-V/def2-TZVPD.

XYZ file:
```
89
C39H36AsGeN4O3S4W, DFT wB97M-V/def2-TZVPD
W 1.33224 1.22392 -0.96994
N 0.68316 0.66832 2.64981
N 2.00374 0.48816 3.06899
C 3.02136 0.23886 2.24505
N 4.22033 0.11937 2.81192
S 3.00706 -0.08595 0.56070
H 0.29276 1.47406 3.12092
H 0.15297 -0.15893 2.89622
H 2.22117 0.69168 4.03327
H 4.36521 0.23376 3.80125
H 5.01845 -0.07099 2.22970
S 2.50322 2.84245 -4.85020
C 1.88916 1.88877 -3.78203
N 1.39952 1.13482 -2.97214
O 3.23053 1.97520 -1.26850
S 2.70299 3.37309 -0.89467
O 1.32666 3.30095 -1.54080
O 3.53377 4.46552 -1.22595
S 2.16864 3.05586 0.98847
C -4.85941 -0.52314 0.10682
C -3.64262 -1.16291 0.27271
C -2.46704 -0.42029 0.25309
C -2.50058 0.95269 0.05594
C -3.72530 1.59579 -0.08180
C -4.89708 0.85749 -0.06069
As -0.89423 2.05527 0.00695
C -1.55619 3.25245 -1.39780
C -1.92089 4.57163 -1.18767
C -2.31896 5.36060 -2.26262
C -2.33706 4.83791 -3.54571
C -2.00224 3.50499 -3.75223
C -1.62006 2.71562 -2.68069
C -1.13683 3.04524 1.62543
C -0.58697 4.31092 1.78702
C -0.79632 4.99852 2.97479
C -1.52198 4.41070 4.00390
C -2.03671 3.12977 3.84899
C -1.84166 2.44114 2.65916
H -5.77985 -1.09382 0.11592
H -3.59568 -2.23736 0.40916
H -1.52523 -0.93374 0.37884
H -3.77351 2.66537 -0.20837
H -5.84583 1.36407 -0.18751
H -1.92191 4.99503 -0.19564
H -2.61287 6.38875 -2.08880
H -2.61957 5.46270 -4.38403
H -2.03458 3.08099 -4.74911
H -1.40207 1.67243 -2.85110
H -0.00209 4.76367 1.00030
H -0.38523 5.99332 3.09536
H -1.69194 4.95393 4.92541
H -2.60180 2.66829 4.65001
H -2.25794 1.45107 2.53347
C 0.22129 -0.36214 -1.01019
Ge 0.91199 -2.16592 -0.47856
C 2.54647 -2.70342 -1.39070
C 2.89189 -4.05638 -1.31496
C 3.98140 -4.55015 -2.01999
C 4.72337 -3.70483 -2.83596
C 4.38150 -2.36355 -2.93743
C 3.30135 -1.86994 -2.21770
C 0.99598 -2.58752 1.42642
C 2.13554 -3.20136 1.95184
C 2.19851 -3.55760 3.29477
C 1.13232 -3.28210 4.14384
C -0.00995 -2.67315 3.63787
C -0.07815 -2.34244 2.28857
C -0.45333 -3.33985 -1.22922
C -1.41800 -3.98916 -0.45636
C -2.46815 -4.67573 -1.05949
C -2.57222 -4.71158 -2.44354
C -1.61269 -4.07981 -3.22823
C -0.56282 -3.39866 -2.62413
H -0.67539 -0.56743 -1.58712
H 2.29480 -4.73582 -0.71335
H 4.24827 -5.59726 -1.93646
H 5.55513 -4.09658 -3.40809
H 4.95082 -1.70427 -3.58278
H 3.04906 -0.82948 -2.32475
H 2.99041 -3.39193 1.31016
H 3.07947 -4.06018 3.67733
H 1.18587 -3.55439 5.19049
H -0.85225 -2.47085 4.29007
H -0.99994 -1.91531 1.90646
H -1.34022 -3.98793 0.62639
H -3.20356 -5.18568 -0.44722
H -3.39556 -5.23589 -2.91270
H -1.68240 -4.11985 -4.30887
H 0.18847 -2.91984 -3.24794
```

Output
Lowest unoccupied orbital energy (eV): -4.304
Net charge: +1
HOMO energy (eV): -10.9
Gap between HOMO and LUMO (eV): 6.5942

Now the Löwdin charges, all in e: 1.17 0.07 -0.04 -0.76 0.13 0.76 0.07 0.06 0.16 0.13 0.11 0.81 -0.91 -0.12 -0.60 0.15 -0.54 -0.25 0.48 -0.06 -0.05 -0.13 -0.35 -0.09 -0.05 1.31 -0.37 -0.09 -0.06 -0.06 -0.06 -0.12 -0.40 -0.17 -0.05 -0.06 -0.07 -0.13 0.11 0.10 0.04 0.11 0.11 0.09 0.11 0.11 0.11 0.09 0.08 0.12 0.11 0.11 0.10 -0.42 0.87 -0.31 -0.11 -0.07 -0.07 -0.07 -0.13 -0.29 -0.11 -0.07 -0.08 -0.09 -0.16 -0.28 -0.11 -0.09 -0.08 -0.07 -0.10 0.01 0.11 0.11 0.11 0.11 0.05 0.10 0.11 0.11 0.11 0.08 0.09 0.11 0.11 0.11 0.11

(2)
Here is a molecular structure, C39H36BCl3FN5O6PTl from the Open Molecules 2025 dataset. Energies are from wB97M-V/def2-TZVPD.

XYZ file:
```
93
C39H36BCl3FN5O6PTl, DFT wB97M-V/def2-TZVPD
Tl -0.72947 -1.02784 1.30534
O 2.08017 -3.38089 3.20720
C 1.45304 -2.90538 2.27520
O 0.18249 -2.62429 2.36484
C 2.17378 -2.82736 0.92613
P 1.82747 -1.48545 -0.28742
C 2.41124 -2.39023 -1.79500
C 3.72453 -2.41592 -2.25905
C 4.06937 -3.15459 -3.38385
C 3.10324 -3.88707 -4.06166
C 1.79019 -3.87113 -3.60921
C 1.44868 -3.12409 -2.49061
C 3.17540 -0.25857 -0.12939
C 3.29666 0.69007 -1.14278
C 4.24497 1.70118 -1.06988
C 5.09015 1.78012 0.02919
C 4.97218 0.84291 1.04853
C 4.02137 -0.16479 0.97129
H 1.87618 -3.74000 0.39848
H 3.24252 -2.90879 1.12920
H 4.49025 -1.84787 -1.74200
H 5.09782 -3.16230 -3.72617
H 3.37322 -4.46810 -4.93572
H 1.02518 -4.43961 -4.12381
H 0.42476 -3.11592 -2.13130
H 2.63039 0.64254 -1.99898
H 4.31349 2.43366 -1.86619
H 5.82571 2.57283 0.09805
H 5.61046 0.90945 1.92156
H 3.89773 -0.85398 1.79589
Cl -4.44913 -6.79671 -3.10855
C -3.42380 -5.68137 -2.21721
C -3.83642 -4.37677 -2.01856
C -3.01970 -3.50258 -1.32683
Cl -3.55292 -1.86340 -1.10357
C -1.75488 -3.85732 -0.78584
O -0.98417 -3.06626 -0.16532
C -1.41217 -5.22246 -1.02826
Cl 0.11310 -5.78362 -0.39640
C -2.20600 -6.11381 -1.71918
H -4.78923 -4.03403 -2.39707
H -1.87657 -7.13334 -1.86279
N -2.37944 -4.04879 2.36585
C -3.16031 -2.98512 2.60648
O -2.80875 -1.82626 2.24091
C -4.42214 -3.17349 3.26059
C -5.23393 -2.04697 3.51019
N -5.89070 -1.11871 3.72896
C -4.83170 -4.44621 3.71278
N -5.12153 -5.51082 4.06426
H -1.41808 -3.88826 2.08256
H -2.62871 -4.94168 2.75350
C -4.26755 1.59825 5.17489
C -2.90039 1.43275 4.60101
C -1.74202 2.17057 4.75533
C -0.75729 1.49308 4.00744
N -1.28285 0.41967 3.43547
N -2.57824 0.40321 3.80582
C 0.67881 1.85904 3.82064
H -4.49755 2.65674 5.30125
H -4.34035 1.11833 6.15276
H -5.02320 1.14186 4.53760
H -1.61641 3.06863 5.33812
H -3.15802 -0.34012 3.42139
H 0.94204 2.67734 4.49375
H 0.87377 2.15497 2.78960
H 1.32253 1.00064 4.00129
F 1.35052 -0.22974 1.88215
C 0.36028 6.40071 -3.92580
C 0.82699 5.75433 -2.62138
C 0.65334 6.78010 -1.49392
C 2.31589 5.40728 -2.76042
C 0.05052 4.47937 -2.28717
C -0.89884 3.93181 -3.14897
C -1.56801 2.73456 -2.86675
C -1.25149 2.11012 -1.68825
O -1.70783 0.92024 -1.18592
B -1.00555 0.72470 0.00134
O -0.17534 1.82196 0.25737
C -0.32004 2.64885 -0.81702
C 0.34362 3.81850 -1.08463
H 0.92756 7.31820 -4.09784
H -0.69932 6.66019 -3.88917
H 0.52236 5.74448 -4.78250
H 1.18688 7.70238 -1.73877
H 1.04495 6.40894 -0.54666
H -0.40159 7.01977 -1.34829
H 2.89653 6.30265 -2.99944
H 2.46699 4.67441 -3.55515
H 2.71087 4.98137 -1.83747
H -1.13046 4.42980 -4.07922
H -2.29069 2.31286 -3.55149
H 1.08261 4.18657 -0.38538
```

Output
Lowest unoccupied orbital energy (eV): 3.446
Net charge: -2
HOMO energy (eV): -2.8
Gap between HOMO and LUMO (eV): 6.2241

Now the Löwdin charges, all in e: 1.03 0.03 -0.67 -0.16 -0.24 1.07 -0.34 -0.09 -0.11 -0.12 -0.09 -0.10 -0.37 -0.11 -0.11 -0.12 -0.09 -0.08 0.05 0.09 0.10 0.09 0.09 0.10 0.09 0.11 0.09 0.09 0.09 0.10 0.57 -0.69 -0.16 -0.56 0.74 -0.53 -0.21 -0.57 0.70 -0.16 0.09 0.09 0.21 -0.49 -0.13 -0.21 -0.25 0.11 -0.27 0.09 0.08 0.10 -0.04 -0.30 -0.01 -0.33 0.05 0.06 -0.04 0.07 0.08 0.04 0.09 0.11 0.07 0.06 0.07 -0.49 -0.08 -0.56 -0.05 -0.05 -0.18 -0.04 0.02 -0.20 0.13 -0.54 0.14 -0.19 0.06 0.08 0.08 0.08 0.08 0.08 0.09 0.08 0.09 0.07 0.09 0.12 0.13